A structure of composition C57H38CrN9. Source: the Open Molecules 2025 dataset; level of theory: ωB97M-V with the def2-TZVPD basis set.

## Properties
molecular weight = 901.0 g mol⁻¹
multiplicity = 4
net charge = -2
Kohn-Sham gap (spin up / spin down) = 4.60 / 4.78 eV

XYZ file:
```
105
Properties=species:S:1:pos:R:3:forces:R:3:mulliken_spin:R:1
C -7.129386 0.483113 0.009221 0.000 -0.008 -0.004 0.00
C -1.834297 -0.642752 -4.961846 0.001 0.006 -0.034 -0.01
C -1.799611 3.151871 4.439671 0.016 0.003 0.000 -0.01
C -2.622114 4.727605 -4.598168 -0.026 0.007 -0.013 0.00
C -5.257341 -1.198541 -1.135028 -0.008 0.029 -0.038 0.00
N 1.842238 1.391859 1.044006 -0.013 0.029 0.009 -0.06
H -2.951768 -2.679770 4.142016 -0.008 0.007 -0.007 0.00
H -1.832556 -4.029049 5.849662 0.000 0.000 0.001 0.00
H 2.747942 4.159038 4.042530 -0.002 0.003 0.003 0.00
C 3.721161 -1.364913 -1.757604 -0.021 0.012 0.004 0.00
C -2.746843 -2.788041 1.442490 -0.038 -0.022 0.024 -0.01
N -3.130066 1.679455 0.250749 -0.025 0.020 0.007 0.00
C 4.822559 3.780490 3.630598 -0.016 0.002 0.006 0.00
C 3.079809 -0.420818 -0.844269 0.012 0.002 -0.005 0.01
H -4.821217 -2.512296 0.859831 0.023 -0.052 0.068 0.00
C -4.813779 -0.060343 -0.460370 0.026 0.023 -0.003 0.00
C -2.732189 -0.230725 1.037399 -0.018 0.072 -0.006 -0.01
H -0.844499 -4.792217 1.082623 -0.002 0.003 -0.005 0.00
C -2.382569 1.194654 1.377422 0.089 -0.035 -0.010 -0.06
C -0.736582 -0.646103 -2.638937 0.050 0.022 -0.055 0.00
H -4.543406 -1.845113 -1.626654 0.036 -0.012 0.006 0.00
C -4.079208 0.345647 -3.531009 0.001 -0.003 -0.002 0.00
H -1.221672 -2.949476 -0.105792 0.007 -0.003 -0.003 0.00
C -2.500110 0.012501 -1.477649 0.078 -0.048 0.066 -0.02
N 3.763733 0.276818 -0.015415 -0.020 -0.007 0.000 0.00
C 5.342872 2.160908 1.885358 0.025 -0.005 -0.003 -0.01
C 1.493930 -1.137705 -2.256510 -0.034 -0.017 -0.037 0.01
C 3.472752 3.616665 3.447266 0.020 0.011 0.006 0.00
H -2.407301 5.150219 -5.571325 0.005 -0.002 0.002 0.00
C -2.293533 -3.108153 0.018292 0.002 -0.016 -0.002 0.01
C -0.920869 2.843688 -1.892986 0.015 0.033 0.111 0.02
C 3.037116 -2.707451 -3.648319 -0.006 -0.006 -0.007 0.00
C -0.528952 2.193791 2.381381 0.034 0.015 0.010 0.01
C -4.192957 4.245846 -2.830717 0.003 0.026 -0.044 0.00
H -4.614790 -2.856884 2.576593 -0.001 0.003 0.010 0.00
H -5.199503 4.293201 -2.434125 0.000 -0.004 0.004 0.00
H 6.350121 -3.066578 -2.990231 0.002 0.001 0.001 0.00
C -2.255819 -3.451129 3.834581 -0.003 0.006 0.012 0.00
C 4.346353 -3.153726 -3.761651 0.006 0.001 0.002 0.00
C 2.744741 -1.811436 -2.632355 0.006 0.025 0.009 0.00
H -0.932097 3.659754 4.841979 0.001 0.007 0.008 0.00
H 0.276990 -6.140077 2.784498 0.003 -0.004 -0.002 0.00
H -0.964760 -1.012646 -5.492762 0.000 -0.007 -0.011 0.00
H -5.075018 2.507371 5.057854 -0.004 -0.001 -0.001 0.00
C 3.203186 1.172560 0.823407 0.027 -0.012 -0.006 0.01
H -5.403172 1.669309 0.589790 0.004 0.003 0.008 0.00
H -4.689318 5.291396 -4.637373 -0.003 0.001 0.000 0.00
H 5.789780 -1.436467 -1.183402 0.003 0.001 0.002 0.00
H -3.062062 -0.422702 -6.691107 0.006 -0.003 -0.003 0.00
N 0.450279 -1.224130 -2.991481 0.013 -0.007 0.053 0.02
H -3.148762 3.704628 6.015473 0.004 0.000 -0.001 0.00
C -7.555505 -0.662580 -0.648243 0.005 0.003 0.005 0.00
H -4.436056 -4.163884 1.393734 -0.007 -0.011 -0.005 0.00
C -3.030387 3.166860 5.081160 -0.012 0.001 0.004 0.00
C -1.771425 -0.469048 -3.563868 0.000 0.021 0.044 0.00
C -4.006742 1.794988 3.337982 -0.002 -0.002 0.005 0.01
C -3.205010 3.606177 -2.098528 0.037 0.000 0.027 0.01
H -4.852259 1.275695 2.901730 -0.009 -0.002 -0.001 0.00
C 3.956552 1.985386 1.682628 -0.023 0.015 0.004 0.01
H 6.052732 1.599186 1.290027 0.008 0.000 0.001 0.00
C -3.905633 4.803911 -4.069510 0.014 -0.013 0.020 0.00
C -1.620627 4.091637 -3.886384 0.041 -0.017 0.025 0.00
C -1.697826 2.446626 3.250520 -0.045 -0.013 0.003 0.00
H -8.611749 -0.895547 -0.722253 -0.004 -0.004 0.002 0.00
C -2.492786 -1.320301 1.753296 0.001 -0.010 0.041 0.01
N -0.877657 1.400605 1.352957 -0.047 0.055 0.009 -0.01
H 5.191161 4.469489 4.382494 -0.003 0.003 0.004 0.00
H -7.855984 1.155284 0.453114 -0.004 0.003 0.001 0.00
C 5.334894 -2.702349 -2.878776 0.000 0.000 -0.001 0.00
C -1.921698 3.544346 -2.641345 -0.103 -0.005 -0.066 0.00
N -1.158156 -0.292300 -1.377791 -0.073 -0.022 0.009 -0.03
C -4.251259 -3.101142 1.577725 0.007 0.014 -0.034 0.00
H -2.016794 -1.118951 2.712392 0.034 -0.002 -0.019 0.00
N 1.700665 -0.373952 -1.112019 -0.008 0.027 0.062 -0.06
C -6.608394 -1.500537 -1.223384 -0.004 0.008 -0.022 0.00
C -0.443569 -5.391142 3.090618 0.004 -0.002 0.004 0.00
C -3.333519 0.314988 -0.270235 -0.058 -0.052 -0.016 0.00
C -1.622143 -4.211034 4.802437 0.003 -0.003 0.001 0.00
C -2.003360 -3.641206 2.473400 -0.008 0.010 -0.003 0.00
C -4.107574 0.199487 -4.889339 -0.029 0.007 0.008 0.00
C 1.739599 2.307189 2.055690 0.007 -0.032 -0.034 0.04
H -6.922565 -2.390456 -1.757065 -0.002 -0.004 0.001 0.00
N -0.150398 2.273490 -1.267886 0.065 0.027 -0.042 -0.03
C -2.989677 -0.313453 -5.614526 0.016 -0.002 0.010 0.01
C -2.774700 1.783449 2.705146 0.006 0.011 0.007 0.00
H -2.778947 -2.439808 -0.686573 -0.035 0.025 -0.032 0.00
H -0.619934 4.002615 -4.288371 -0.002 0.000 0.000 0.00
C 5.035268 -1.799846 -1.869399 0.013 -0.002 0.006 0.00
C 3.031385 2.720305 2.459162 -0.002 -0.003 -0.002 0.01
H -3.371292 3.106582 -1.131988 -0.004 -0.016 -0.004 0.00
C -5.774537 0.776881 0.098856 -0.010 0.004 -0.005 0.00
C -0.709514 -5.192261 4.434279 0.000 0.007 -0.001 0.00
H 6.817640 3.198973 3.014847 0.003 -0.005 -0.006 0.00
H -4.939674 0.751299 -3.013987 0.000 -0.004 0.004 0.00
H 4.612265 -3.858679 -4.541043 -0.004 -0.001 -0.003 0.00
C -1.083615 -4.623527 2.122964 -0.001 -0.016 -0.003 0.00
C 5.756786 3.048070 2.843358 0.002 -0.006 -0.011 0.01
N 0.622254 2.699172 2.714925 -0.018 0.002 0.013 0.05
H -2.541676 -4.138585 -0.253529 0.008 -0.004 0.000 0.00
H 2.257439 -3.036197 -4.323729 -0.002 -0.004 -0.005 0.00
H -0.203321 -5.782211 5.188468 0.001 -0.005 0.004 0.00
Cr 0.308826 0.683082 -0.095302 -0.001 -0.089 -0.096 3.04
C -4.124104 2.487961 4.536455 0.012 0.001 -0.001 0.00
H -4.999931 0.487145 -5.435619 -0.001 0.003 0.000 0.00
C -2.897491 -0.010670 -2.820134 -0.034 0.005 -0.039 0.00
```
Forces are in eV/Å.

***

An isolated molecule of C3H5NO. Source: the Open Molecules 2025 dataset; level of theory: ωB97M-V with the def2-TZVPD basis set.

## Properties
molecular weight = 71.1 g mol⁻¹
multiplicity = 1
SMILES = C=C=NCO
Kohn-Sham gap = 9.77 eV

XYZ file:
```
10
Properties=species:S:1:pos:R:3:forces:R:3:mulliken_charge:R:1
H 1.280256 1.239644 -1.613127 0.226 -0.016 0.083 0.29
H -0.658271 0.326170 0.998506 -0.263 0.249 -0.272 0.24
C 1.361595 0.019658 0.079084 -0.613 -0.303 0.153 0.53
H 1.236560 2.113891 0.034129 0.264 -0.133 -0.005 0.28
N 0.919047 -0.999542 0.604552 -0.763 0.484 -0.333 -0.53
H -0.646992 -0.466156 -0.682915 -0.337 0.506 -0.046 0.21
C -0.693396 -0.569397 0.392564 0.211 0.261 -0.103 -0.15
O -1.832178 -1.249861 0.753943 0.481 -0.800 0.205 -0.50
H -2.262164 -1.604562 -0.036021 0.327 -0.184 0.290 0.35
C 1.295543 1.190154 -0.530713 0.467 -0.064 0.028 -0.73
```
Forces are in eV/Å.

***

For the records above, the corresponding energy values read -3732.31261, -247.19122 a.u..
For the records above, the corresponding relative energy (zero: lowest compared OMol25 entry of this formula, charge and spin) values read 0.00, 72.80 kcal per mole.